Entry from the OMol25 dataset: an isolated molecule of C4H8O2 in a non-equilibrium geometry (wB97M-V/def2-TZVPD).

Properties
Kohn-Sham gap ... 10.968 eV
Largest force on an atom ... 2.04 eV Å⁻¹
Charge ... 0
SMILES string ... CC(C)OC=O
Energy relative to the best compared isomer or geometry (same formula, charge and spin) ... 293.9 kJ/mol

Bonds (Å) are listed after each position.
Geometry (Å):
1 C 0.10837 1.64477 0.03244  C2 1.732, H7 1.068, H8 1.135, H9 1.113
2 C -0.42334 0.02670 -0.28338  C1 1.732, C3 1.610, O4 1.523, H10 1.132
3 C -1.65564 -0.95113 0.05752  C2 1.610, H11 1.112, H12 1.111, H13 1.091
4 O 0.67585 -0.29219 0.72189  C2 1.523, C5 1.323
5 C 1.83330 -0.67902 0.21168  O4 1.323, O6 1.199, H14 1.111
6 O 1.90273 -1.40823 -0.73696  C5 1.199
7 H -0.68814 2.31946 -0.19267  C1 1.068
8 H 0.51604 1.92056 1.05523  C1 1.135
9 H 0.99949 1.81870 -0.61206  C1 1.113
10 H -0.21452 -0.32089 -1.33983  C2 1.132
11 H -1.24673 -1.98550 0.06374  C3 1.112
12 H -2.48425 -0.99528 -0.68177  C3 1.111
13 H -2.10091 -0.79098 1.04052  C3 1.091
14 H 2.77775 -0.30696 0.66366  C5 1.111